Record 1
The following is a DFT calculation (ωB97M-V/def2-TZVPD) of a 2-piece molecular cluster, C7H9NS overall in a non-equilibrium geometry.

```
18
Properties=species:S:1:pos:R:3:forces:R:3
C 3.229 0.734 0.000 -2.3 1.0 0.7
C 1.786 0.624 0.082 -0.9 2.6 0.7
C 3.641 -0.548 -0.123 1.1 -2.4 -0.9
C 1.365 -0.718 0.059 1.6 2.1 -0.1
C 0.031 -1.144 0.068 -2.2 0.1 0.1
C -2.979 -0.149 -0.232 -0.6 1.1 -1.5
C -1.804 0.671 0.174 -0.7 -3.1 3.1
N 2.562 -1.433 -0.057 0.2 -0.4 -0.3
S -0.803 -2.512 0.037 1.0 0.4 -0.1
H 3.788 1.683 0.162 -0.4 -1.2 -0.6
H 1.082 1.567 0.227 1.5 -2.5 -0.4
H 4.669 -0.890 -0.449 -1.4 0.1 0.9
H -2.671 -1.203 -0.386 0.0 0.1 -0.3
H -3.749 -0.200 0.523 -0.1 0.0 0.5
H -3.536 0.271 -1.167 1.3 -0.9 1.3
H -1.431 1.378 -0.432 1.3 2.3 -2.3
H -1.742 0.942 1.254 0.2 -0.4 -0.9
H 2.557 -2.464 -0.122 0.4 1.2 -0.1
```
Positions in Å, forces in eV/Å.

Calculated values
* E_tot: -724.9166 Ha
* Kohn-Sham gap (alpha / beta): 7.37 / 7.04 eV
* ΔE to the lowest compared entry with this formula, charge and spin: 333.3 kJ/mol
* max |F|: 4.405 eV Å⁻¹
* HOMO level (alpha / beta): -7.6 / -7.4 eV
* LUMO (alpha / beta): -0.2 / -0.4 eV
* total charge: 0



Record 2
The following is a DFT calculation (ωB97M-V/def2-TZVPD) of a 2-piece molecular cluster, C6H5BrClN2O3P overall in a non-equilibrium geometry.

```
19
Properties=species:S:1:pos:R:3:forces:R:3
C 1.675 0.780 0.385 1.3 0.9 0.9
C 3.019 0.467 0.298 0.8 -1.0 -0.2
C 1.243 -1.385 -0.498 -1.9 0.0 -0.7
C 0.764 -0.162 0.037 -0.4 -0.7 -0.6
C 3.384 -0.771 -0.201 -1.8 -0.5 0.1
C -1.642 0.198 0.415 2.0 2.0 -1.3
N 2.484 -1.703 -0.628 2.3 0.7 0.3
N -0.490 0.190 -0.151 -3.1 0.2 -0.6
O -2.578 1.653 -1.769 -0.1 0.0 -0.8
O -4.280 0.333 -0.378 0.2 1.1 -1.2
O -3.138 2.419 0.617 -0.1 0.6 0.9
P -2.952 1.349 -0.383 -0.3 -2.4 1.0
Cl 5.045 -1.218 -0.281 0.8 -0.2 -0.1
Br -2.037 -2.743 0.438 -0.2 -0.5 0.2
H 1.305 1.738 0.706 0.1 0.3 0.1
H 3.831 1.091 0.618 0.0 0.6 0.1
H 0.476 -1.984 -0.997 0.3 -0.3 0.5
H -1.613 0.042 1.470 -0.7 -0.7 0.9
H -4.496 -0.295 0.302 0.7 -0.1 0.6
```
Positions in Å, forces in eV/Å.

Calculated values
* E_tot: -3942.5705 Ha
* Kohn-Sham gap: 5.98 eV
* ΔE to the lowest compared entry with this formula, charge and spin: 46.6 kJ/mol
* max |F|: 3.126 eV Å⁻¹
* HOMO level: -1.4 eV
* LUMO: 4.6 eV
* total charge: -2



Record 3
The following is a DFT calculation (ωB97M-V/def2-TZVPD) of one molecule with the formula C3H3F3O in a non-equilibrium geometry.

```
10
Properties=species:S:1:pos:R:3:forces:R:3
C -0.926 0.584 -0.009 -1.9 2.1 2.3
C 0.217 -0.205 0.602 4.2 1.2 -0.4
C 0.213 0.250 -0.862 0.6 1.0 -0.9
O 0.124 -1.488 0.931 1.1 -1.7 0.8
F 1.419 0.500 1.443 -3.4 -1.4 -2.0
F 0.013 -0.577 -1.902 0.0 -0.7 0.4
F 0.973 1.274 -1.358 -0.3 -0.5 1.0
H -1.884 0.025 -0.063 0.8 0.2 -0.2
H -1.137 1.710 0.287 0.9 -2.5 -0.6
H 0.988 -2.073 0.932 -2.2 2.4 -0.4
```
Positions in Å, forces in eV/Å.

Calculated values
* E_tot: -490.8563 Ha
* Kohn-Sham gap: 11.13 eV
* ΔE to the lowest compared entry with this formula, charge and spin: 247.8 kJ/mol
* max |F|: 4.425 eV Å⁻¹
* HOMO level: -10.7 eV
* LUMO: 0.5 eV
* total charge: 0



Record 4
The following is a DFT calculation (ωB97M-V/def2-TZVPD) of an isolated ion of composition C7H7N2S and charge +1 in a non-equilibrium geometry.

```
17
Properties=species:S:1:pos:R:3:forces:R:3
C 2.736 -0.091 0.453 -0.2 0.1 -0.1
C 2.198 1.168 0.208 0.1 -0.2 0.0
C 1.926 -1.221 0.407 0.0 0.1 0.0
C 0.858 1.301 -0.087 -0.4 -0.2 0.0
C 0.581 -1.102 0.125 -0.3 0.2 -0.1
C 0.038 0.165 -0.114 1.6 -0.2 0.4
C -2.226 -0.559 -0.490 -1.4 0.8 1.6
N -3.554 -0.450 -0.434 -1.7 0.3 0.3
N -1.324 0.349 -0.330 -1.2 0.2 -0.6
S -4.991 0.263 0.438 3.4 -1.1 -1.1
H 3.788 -0.190 0.670 0.1 0.0 0.0
H 2.826 2.044 0.250 0.0 0.1 0.0
H 2.350 -2.195 0.592 0.0 -0.1 0.0
H 0.438 2.277 -0.286 -0.1 0.1 0.0
H -0.058 -1.970 0.082 0.0 -0.2 0.0
H -3.999 -1.128 -1.056 0.2 0.2 -0.3
H -1.585 1.340 -0.427 -0.2 -0.2 -0.1
```
Positions in Å, forces in eV/Å.

Calculated values
* E_tot: -778.2360 Ha
* Kohn-Sham gap (alpha / beta): 5.72 / 5.72 eV
* ΔE to the lowest compared entry with this formula, charge and spin: 367.3 kJ/mol
* max |F|: 3.762 eV Å⁻¹
* HOMO level (alpha / beta): -13.3 / -13.3 eV
* LUMO (alpha / beta): -7.6 / -7.6 eV
* total charge: +1



Please write out number 4 again, unchanged.
The following is a DFT calculation (ωB97M-V/def2-TZVPD) of an isolated ion of composition C7H7N2S and charge +1 in a non-equilibrium geometry.

```
17
Properties=species:S:1:pos:R:3:forces:R:3
C 2.736 -0.091 0.453 -0.2 0.1 -0.1
C 2.198 1.168 0.208 0.1 -0.2 0.0
C 1.926 -1.221 0.407 0.0 0.1 0.0
C 0.858 1.301 -0.087 -0.4 -0.2 0.0
C 0.581 -1.102 0.125 -0.3 0.2 -0.1
C 0.038 0.165 -0.114 1.6 -0.2 0.4
C -2.226 -0.559 -0.490 -1.4 0.8 1.6
N -3.554 -0.450 -0.434 -1.7 0.3 0.3
N -1.324 0.349 -0.330 -1.2 0.2 -0.6
S -4.991 0.263 0.438 3.4 -1.1 -1.1
H 3.788 -0.190 0.670 0.1 0.0 0.0
H 2.826 2.044 0.250 0.0 0.1 0.0
H 2.350 -2.195 0.592 0.0 -0.1 0.0
H 0.438 2.277 -0.286 -0.1 0.1 0.0
H -0.058 -1.970 0.082 0.0 -0.2 0.0
H -3.999 -1.128 -1.056 0.2 0.2 -0.3
H -1.585 1.340 -0.427 -0.2 -0.2 -0.1
```
Positions in Å, forces in eV/Å.

Calculated values
* E_tot: -778.2360 Ha
* Kohn-Sham gap (alpha / beta): 5.72 / 5.72 eV
* ΔE to the lowest compared entry with this formula, charge and spin: 367.3 kJ/mol
* max |F|: 3.762 eV Å⁻¹
* HOMO level (alpha / beta): -13.3 / -13.3 eV
* LUMO (alpha / beta): -7.6 / -7.6 eV
* total charge: +1



- Look up the ΔE to the lowest compared entry with this formula, charge and spin of the second one.
  46.6 kJ/mol